{"formula": "C6H5IOS", "method": "the ωB97M-V functional and the def2-TZVPD basis", "elements": ["C", "C", "C", "C", "C", "C", "O", "S", "I", "H", "H", "H", "H", "H"], "coordinates": [[1.1721, 0.5720, -0.9806], [1.4718, -0.0428, 0.2286], [-0.1090, 0.5014, -1.5105], [0.4938, -0.7341, 0.9123], [-1.1004, -0.1760, -0.8283], [-0.7956, -0.7971, 0.3834], [-1.5018, -2.2723, 2.4020], [-2.0817, -1.6645, 1.2040], [-0.2190, 3.9565, 0.8748], [1.9412, 1.1140, -1.5104], [2.4701, 0.0170, 0.6359], [-0.3368, 0.9791, -2.4508], [0.7022, -1.2227, 1.8522], [-2.1069, -0.2306, -1.2126]], "e_tot_ev": -27284.7076, "gap_ev": [8.8, 5.0], "homo_ev": [-9.99, -8.27], "multiplicity": 1, "e_lumo_ev": [-1.2, -3.3], "de_lowest_kj_mol": 0.00}



{"formula": "C6H5N", "method": "the ωB97M-V functional and the def2-TZVPD basis", "elements": ["C", "C", "C", "N", "C", "C", "C", "H", "H", "H", "H", "H"], "coordinates": [[0.5381, -0.4586, -2.6146], [0.4788, -0.2612, -1.4168], [0.6707, 0.6968, -0.3689], [1.3434, 0.5376, 0.9173], [-0.0892, 0.8532, 0.9334], [-1.0503, -0.1716, 1.3300], [-1.8518, -1.0222, 1.6300], [0.4018, -1.0696, -3.4608], [0.9401, 1.2713, -1.3351], [1.4988, -0.4388, 1.1808], [-0.3140, 1.8451, 1.3302], [-2.5663, -1.7820, 1.8744]], "smiles": "C#C[C@@H]1N[C@@H]1C#C", "e_tot_ev": -7786.3303, "gap_ev": 9.9, "homo_ev": -9.20, "multiplicity": 1, "e_lumo_ev": 0.7, "de_lowest_kj_mol": 527.24}



{"formula": "C6H5N", "method": "the ωB97M-V functional and the def2-TZVPD basis", "elements": ["C", "C", "C", "N", "C", "C", "C", "H", "H", "H", "H", "H"], "coordinates": [[-1.0860, -0.6571, 2.1902], [-0.7988, -0.8010, 1.0288], [-0.6478, -0.9475, -0.4000], [0.6189, -1.2026, -1.0664], [0.0162, 0.1216, -1.2250], [0.6663, 1.2492, -0.5933], [1.2783, 2.1489, -0.0750], [-1.3667, -0.5038, 3.2104], [-1.4611, -1.4976, -0.8625], [1.3800, -1.1518, -0.3959], [-0.4197, 0.3006, -2.2070], [1.8204, 2.9411, 0.3955]], "smiles": "C#C[C@@H]1N[C@@H]1C#C", "e_tot_ev": -7788.1246, "gap_ev": 10.4, "homo_ev": -9.31, "multiplicity": 1, "e_lumo_ev": 1.1, "de_lowest_kj_mol": 354.11}